1.
The following is a DFT calculation (ωB97M-V/def2-TZVPD) of C4H6Cl2O in the gas phase in a non-equilibrium geometry.

As for the orbital gap: 9.62 eV. As for the electronic energy: -1151.5609 Eh. As for the spin multiplicity: 1. The calculation puts the HOMO energy at -8.95 eV.

CARTESIAN COORDINATES (ANGSTROEM)
1 C 0.830 1.263 -0.005
2 H 0.543 2.271 -0.335
3 H -0.029 -2.181 -0.612
4 Cl -2.566 -1.126 0.327
5 H 1.045 1.287 1.032
6 Cl 1.718 -1.663 1.035
7 C 0.191 -1.408 0.124
8 H 1.732 1.006 -0.491
9 H -1.043 -0.319 1.868
10 C -0.979 -0.694 0.895
11 O -0.867 0.295 -1.526
12 H -0.389 1.119 -1.976
13 C -0.185 0.149 -0.336

---

2.
The following is a DFT calculation (ωB97M-V/def2-TZVPD) of 2 unconnected molecules or ions with the total composition C4H6Cl4O in a non-equilibrium geometry.

As for the orbital gap (alpha / beta): 8.89 / 5.01 eV. Its expectation value of S² is 0.7572. The total charge is +1. As for the electronic energy: -2071.6411 Eh. As for the spin multiplicity: 2. The calculation puts the HOMO energy (alpha / beta) at -14.35 / -14.32 eV.

CARTESIAN COORDINATES (ANGSTROEM)
1 H -1.589 -0.433 2.925
2 H 1.169 -0.653 -0.395
3 C -0.606 -0.149 2.548
4 Cl 1.054 1.508 -2.173
5 H -0.633 0.934 2.428
6 C -0.303 -0.604 1.134
7 H 0.077 -0.433 3.348
8 H 1.575 0.581 0.732
9 Cl -1.820 0.844 -2.112
10 Cl 0.134 -1.091 -3.084
11 C -0.239 0.654 -3.026
12 H 1.825 -1.041 1.233
13 C 1.135 -0.414 0.668
14 O -1.204 -0.999 0.416
15 Cl -0.577 1.296 -4.642

---

3.
The following is a DFT calculation (ωB97M-V/def2-TZVPD) of 3 unconnected molecules or ions with the total composition C4H6Cl8.

As for the orbital gap: 11.58 eV. As for the electronic energy: -3837.5438 Eh. As for the spin multiplicity: 1. The calculation puts the HOMO energy at -11.04 eV.

CARTESIAN COORDINATES (ANGSTROEM)
1 H 1.423 1.515 -3.584
2 H 3.326 0.724 -2.034
3 Cl -0.562 1.816 0.616
4 Cl -2.628 0.847 -1.184
5 Cl 1.336 -0.378 -1.398
6 C 1.657 1.973 -2.628
7 C -1.425 -3.122 3.208
8 Cl -2.733 0.183 1.646
9 Cl -3.177 -3.336 2.988
10 Cl 2.732 3.379 -2.977
11 H 0.750 2.383 -2.195
12 C 2.356 1.055 -1.681
13 H -1.037 -4.079 3.529
14 H -1.097 -0.380 0.058
15 C -1.686 0.500 0.276
16 H 2.498 1.560 -0.725
17 Cl -1.081 -1.908 4.414
18 Cl -0.652 -2.735 1.670

---

4.
The following is a DFT calculation (ωB97M-V/def2-TZVPD) of a molecular structure, C4H6ClCuO2 in a non-equilibrium geometry.

As for the orbital gap (alpha / beta): 9.27 / 4.12 eV. Its expectation value of S² is 0.7579. The total charge is +1. As for the electronic energy: -2406.7445 Eh. As for the spin multiplicity: 2. The calculation puts the HOMO energy (alpha / beta) at -13.53 / -13.33 eV.

CARTESIAN COORDINATES (ANGSTROEM)
1 C -1.164 -0.897 -0.578
2 C -1.167 -1.252 0.907
3 Cu 2.228 3.847 -0.353
4 H -0.409 1.133 -0.723
5 O -2.132 -1.635 1.573
6 H 1.591 -1.048 0.371
7 O -0.106 -0.716 1.498
8 H -2.037 -0.396 -0.996
9 C -0.026 0.118 -0.612
10 H 1.310 0.636 0.941
11 Cl 1.450 2.173 0.044
12 H 0.540 0.140 -1.543
13 C 0.846 -0.277 0.568
14 H -0.925 -1.826 -1.097

---

5.
The following is a DFT calculation (ωB97M-V/def2-TZVPD) of C4H6ClF in the gas phase in a non-equilibrium geometry.

As for the orbital gap: 10.87 eV. As for the electronic energy: -716.0192 Eh. As for the spin multiplicity: 1. The calculation puts the HOMO energy at -10.25 eV.

CARTESIAN COORDINATES (ANGSTROEM)
1 C -0.471 0.978 0.201
2 C 0.709 0.776 -0.308
3 H -0.914 2.018 0.277
4 H -1.656 0.136 1.850
5 F 1.412 -1.406 0.472
6 H -0.656 -1.084 0.940
7 H 1.287 1.616 -0.599
8 H 0.520 -1.166 -1.320
9 C 1.271 -0.557 -0.701
10 H 2.316 -0.457 -1.249
11 Cl -2.572 -0.686 -0.384
12 C -1.245 -0.168 0.819

---

6.
The following is a DFT calculation (ωB97M-V/def2-TZVPD) of C4H6ClF in the gas phase in a non-equilibrium geometry.

As for the orbital gap: 11.75 eV. As for the electronic energy: -716.0346 Eh. As for the spin multiplicity: 1. The calculation puts the HOMO energy at -10.74 eV.

CARTESIAN COORDINATES (ANGSTROEM)
1 C -0.020 -0.274 -1.041
2 H 0.292 -1.044 1.379
3 H -1.922 -0.762 0.014
4 C -1.164 -0.041 -0.059
5 F 0.867 1.810 -0.161
6 H -1.526 0.991 -0.023
7 H -0.130 0.509 1.983
8 Cl 2.605 -0.121 -0.021
9 C 0.900 0.465 -0.082
10 H -0.119 -0.075 -2.082
11 H 0.234 -1.383 -0.934
12 C -0.017 -0.074 1.028

---

What did the third record say?
The following is a DFT calculation (ωB97M-V/def2-TZVPD) of 3 unconnected molecules or ions with the total composition C4H6Cl8.

As for the orbital gap: 11.58 eV. As for the electronic energy: -3837.5438 Eh. As for the spin multiplicity: 1. The calculation puts the HOMO energy at -11.04 eV.

CARTESIAN COORDINATES (ANGSTROEM)
1 H 1.423 1.515 -3.584
2 H 3.326 0.724 -2.034
3 Cl -0.562 1.816 0.616
4 Cl -2.628 0.847 -1.184
5 Cl 1.336 -0.378 -1.398
6 C 1.657 1.973 -2.628
7 C -1.425 -3.122 3.208
8 Cl -2.733 0.183 1.646
9 Cl -3.177 -3.336 2.988
10 Cl 2.732 3.379 -2.977
11 H 0.750 2.383 -2.195
12 C 2.356 1.055 -1.681
13 H -1.037 -4.079 3.529
14 H -1.097 -0.380 0.058
15 C -1.686 0.500 0.276
16 H 2.498 1.560 -0.725
17 Cl -1.081 -1.908 4.414
18 Cl -0.652 -2.735 1.670

---

- Which value of spin multiplicity does entry 4 give?
  2